(1)
{"formula": "C3H6FN3", "method": "ωB97M-V/def2-TZVPD", "total_energy_ev": -10390.51198, "e_lumo_ev": [-0.6, 0.3], "e_above_lowest_kcal_mol": 117.64, "symbols": ["C", "C", "C", "N", "N", "N", "F", "H", "H", "H", "H", "H", "H"], "coordinates": [[-0.48454, -0.80379, -0.53051], [1.75455, -0.49159, 1.37244], [-1.16337, 1.48950, -0.65184], [0.05813, -1.80501, 0.42357], [0.79158, -1.27259, 1.26306], [-0.11249, 0.47366, -0.35653], [2.67231, -0.21501, 0.40680], [0.13684, -1.29359, -1.38907], [-1.50458, -1.01352, -0.65751], [2.04453, -0.12034, 2.40006], [-1.07823, 2.09330, 0.18954], [-1.00018, 2.05888, -1.63437], [-2.11457, 0.90011, -0.83564]], "mulliken_charge": [-0.246, 0.148, -0.697, -0.616, 0.157, -0.322, -0.233, 0.286, 0.434, 0.314, 0.305, 0.206, 0.265]}


(2)
{"formula": "C2HBr2FO", "method": "ωB97M-V/def2-TZVPD", "total_energy_ev": -146936.27919, "e_lumo_ev": [-0.6, -0.1], "e_above_lowest_kcal_mol": 74.48, "symbols": ["C", "C", "O", "F", "Br", "Br", "H"], "coordinates": [[1.54053, 0.30851, -0.06613], [-0.98304, -0.22795, 0.13405], [1.95015, 1.22578, 0.51024], [-1.16827, -0.16315, 1.45889], [-1.82301, 1.25326, -0.74439], [-1.44066, -1.94104, -0.55251], [1.92431, -0.45542, -0.74015]], "mulliken_charge": [0.195, 0.072, -0.273, -0.151, -0.062, -0.069, 0.287]}


(3)
{"formula": "C17H26BBrF4O12P", "method": "ωB97M-V/def2-TZVPD", "total_charge": -1, "total_energy_ev": -133503.93744, "e_lumo_ev": 1.5, "symbols": ["C", "C", "C", "C", "C", "C", "O", "B", "Br", "O", "C", "F", "P", "C", "O", "H", "H", "H", "H", "H", "H", "H", "H", "H", "H", "H", "H", "H", "H", "H", "H", "H", "C", "C", "O", "C", "O", "O", "F", "H", "H", "H", "C", "C", "O", "C", "O", "O", "F", "H", "H", "H", "C", "C", "O", "C", "O", "O", "F", "H", "H", "H"], "coordinates": [[3.29264, 1.54030, 4.72892], [2.11315, 0.57983, 4.55108], [1.21549, 0.93288, 3.35365], [0.81771, -0.24349, 2.45642], [-0.02046, 0.22601, 1.25620], [0.19330, -1.43608, 3.20125], [-0.55351, -2.24024, 2.32919], [-1.16342, -3.17990, 3.26292], [-2.76379, -4.13963, 2.39616], [-1.65464, -2.27282, 4.34004], [-0.72098, -1.29794, 4.48302], [0.13319, -1.57116, 5.59759], [-1.60516, 0.29787, 4.98754], [-2.53619, 0.52792, 3.42342], [-2.78607, -0.34819, 5.94646], [3.01191, 2.42286, 5.30775], [3.66976, 1.88670, 3.76335], [4.12389, 1.06159, 5.25028], [1.51210, 0.58004, 5.46065], [2.49017, -0.43787, 4.43386], [0.32015, 1.46762, 3.69034], [1.75616, 1.63834, 2.71310], [1.75394, -0.63664, 2.04439], [0.32744, -0.25181, 0.34223], [0.07382, 1.30440, 1.10868], [-1.06958, -0.04229, 1.35493], [1.02320, -2.02667, 3.62262], [-0.38117, -4.01822, 3.66866], [-1.99560, 1.19014, 2.74754], [-3.47162, 1.03192, 3.68214], [-2.75344, -0.41970, 2.92606], [-3.53023, -0.69445, 5.44348], [-2.60774, -6.02461, -0.76739], [-4.07316, -6.40698, -0.85923], [-4.29552, -6.44052, -2.26218], [-3.10726, -6.66982, -2.88082], [-2.99210, -6.95583, -4.02843], [-2.09324, -6.54467, -2.00501], [-4.90345, -5.49956, -0.30814], [-2.49945, -4.93999, -0.74449], [-2.08071, -6.45954, 0.07437], [-4.31138, -7.39087, -0.44901], [1.15337, 2.18943, -3.87286], [1.49498, 1.02656, -2.96020], [0.60319, 1.21045, -1.88362], [-0.47924, 1.90715, -2.32840], [-1.49429, 2.04370, -1.73839], [-0.22098, 2.41911, -3.56041], [2.76872, 1.08527, -2.50234], [1.74727, 3.06167, -3.59721], [1.26894, 1.98042, -4.93059], [1.32868, 0.03802, -3.39296], [2.42444, 5.84041, -7.81906], [1.97651, 6.22395, -6.41935], [2.06472, 4.99554, -5.72815], [2.96941, 4.19966, -6.36559], [3.41183, 3.19727, -5.91800], [3.28716, 4.73065, -7.56837], [0.69904, 6.66585, -6.39255], [1.56208, 5.50950, -8.40054], [2.96637, 6.61832, -8.34722], [2.60966, 6.95819, -5.91777]], "mulliken_charge": [-1.364, -0.328, -1.132, 1.352, -1.652, -0.866, -0.885, 1.288, -0.413, -0.795, 1.218, -0.389, -0.111, -1.113, -0.482, 0.326, 0.337, 0.383, 0.210, 0.330, 0.206, 0.608, 0.250, 0.174, 0.410, 0.266, 0.234, -0.295, 0.204, 0.446, 0.330, 0.303, -0.332, 0.366, -0.323, 0.625, -0.531, -0.329, -0.260, 0.249, 0.251, 0.253, -0.182, 0.312, -0.193, 0.596, -0.484, -0.376, -0.286, 0.137, 0.185, 0.262, -0.435, 0.302, -0.268, 0.673, -0.470, -0.337, -0.274, 0.279, 0.265, 0.277]}


(4)
{"formula": "C12H14BFeN8O", "method": "ωB97M-V/def2-TZVPD", "total_charge": 2, "s_squared": 0.8386, "total_energy_ev": -61687.74905, "spin_multiplicity": 2, "e_lumo_ev": [-9.8, -9.6], "e_above_lowest_kcal_mol": 5.31, "symbols": ["Fe", "C", "C", "N", "N", "C", "B", "N", "C", "C", "C", "N", "N", "C", "C", "C", "N", "N", "C", "C", "C", "N", "H", "H", "H", "H", "H", "H", "H", "H", "H", "H", "H", "H", "O", "H", "H"], "coordinates": [[2.32838, 0.17726, 0.71378], [-0.02437, -2.84331, 2.14141], [1.22296, -2.24578, 2.03748], [1.13707, -1.16282, 1.25567], [-0.14664, -1.04791, 0.84792], [-0.86071, -2.05584, 1.37173], [-0.54111, 0.15301, -0.05132], [0.40366, 0.16572, -1.28238], [0.17261, 0.23321, -2.60243], [1.38393, 0.29102, -3.26613], [2.34132, 0.25106, -2.26321], [1.73946, 0.17338, -1.07044], [-0.23769, 1.44263, 0.75378], [-0.89401, 2.54106, 1.17313], [-0.02290, 3.35676, 1.86229], [1.19249, 2.68517, 1.82715], [1.05375, 1.53829, 1.15834], [-1.98079, -0.04716, -0.52271], [-3.12888, 0.58771, -0.36859], [-4.12854, -0.14397, -1.05083], [-3.43458, -1.24969, -1.59802], [-2.16471, -1.20935, -1.29347], [-0.28326, -3.72943, 2.69314], [2.15729, -2.53898, 2.48850], [-1.91106, -2.16466, 1.15991], [-0.83050, 0.22446, -2.99372], [1.54747, 0.34960, -4.32747], [3.41590, 0.29035, -2.34861], [-1.93454, 2.70680, 0.96546], [-0.23867, 4.30466, 2.32217], [2.14425, 2.97462, 2.24485], [-3.24345, 1.49584, 0.19575], [-5.17574, 0.10169, -1.12279], [-3.82634, -2.05888, -2.19454], [4.00809, -0.90066, 0.46652], [4.41474, -1.07065, -0.39364], [4.34512, -1.57524, 1.07131]], "mulliken_spin": [1.134, 0.006, -0.010, -0.025, -0.023, 0.031, -0.011, -0.018, 0.023, 0.005, -0.010, -0.032, 0.007, -0.012, 0.002, -0.035, -0.033, -0.002, -0.001, 0.000, -0.001, 0.000, 0.000, 0.000, 0.002, 0.001, 0.000, 0.000, -0.001, 0.000, 0.001, 0.000, 0.000, 0.000, 0.001, 0.001, 0.000]}


Table of F_max (eV/Å), in record order: 4.035 2.463 0.548 2.988